Entry 1:
56
Properties=species:S:1:pos:R:3 method="wB97M-V/def2-TZVPD" de_lowest_kcal_mol=2.4 charge=+2 e_lumo_ev="-8.0 / -8.0" orbital_gap_ev="6.20 / 6.20" homo_ev="-14.2 / -14.2" total_energy_ha=-2346.66525
W -1.170 0.402 -2.301
N -0.469 -1.021 -5.099
C -1.325 -0.658 -4.155
S -0.391 2.111 -3.220
N -2.611 -0.923 -4.212
N -2.985 -0.240 -3.051
C -4.205 -0.128 -2.656
C -4.584 0.551 -1.449
C -5.934 0.696 -1.110
C -6.286 1.394 0.030
C -5.299 1.957 0.836
C -3.952 1.825 0.528
C -3.617 1.112 -0.607
O -2.287 0.981 -0.927
H 0.510 -0.814 -5.034
H -0.809 -1.501 -5.919
H -4.957 -0.587 -3.293
H -6.695 0.267 -1.749
H -7.328 1.512 0.289
H -5.587 2.516 1.716
H -3.181 2.267 1.138
S 0.249 -1.277 -1.566
Sb 1.523 -0.543 0.362
C 1.917 -2.314 1.331
C 2.685 -3.273 0.669
C 2.965 -4.469 1.309
C 2.483 -4.698 2.592
C 1.724 -3.739 3.247
C 1.432 -2.538 2.619
C 0.401 0.758 1.503
C 0.923 2.029 1.741
C 0.236 2.894 2.582
C -0.948 2.486 3.177
C -1.469 1.221 2.929
C -0.801 0.350 2.085
C 3.250 0.335 -0.338
C 4.360 0.244 0.502
C 5.544 0.859 0.123
C 5.610 1.547 -1.081
C 4.501 1.626 -1.913
C 3.310 1.020 -1.546
H 3.073 -3.097 -0.329
H 3.562 -5.220 0.811
H 2.709 -5.632 3.088
H 1.366 -3.924 4.250
H 0.859 -1.785 3.145
H 1.854 2.346 1.287
H 0.631 3.881 2.779
H -1.471 3.160 3.843
H -2.393 0.912 3.400
H -1.220 -0.629 1.882
H 4.321 -0.305 1.436
H 6.413 0.795 0.763
H 6.536 2.021 -1.376
H 4.567 2.159 -2.852
H 2.457 1.081 -2.207

***

Entry 2:
57
Properties=species:S:1:pos:R:3 method="wB97M-V/def2-TZVPD" de_lowest_kcal_mol=0.8 e_lumo_ev=-0.7 orbital_gap_ev=6.27 homo_ev=-7.0 total_energy_ha=-4375.12238
Pt 2.147 -0.647 -0.784
C 2.914 3.298 -2.269
C 2.504 1.890 -2.005
N 2.907 1.193 -0.994
N 3.776 1.719 -0.080
C 4.109 0.835 0.843
N 4.952 1.286 1.809
S 3.592 -0.822 0.966
C 1.584 1.175 -2.928
C 1.074 1.754 -4.079
C 0.240 1.002 -4.896
C -0.060 -0.304 -4.547
C 0.478 -0.825 -3.379
N 1.269 -0.101 -2.597
H 3.548 3.653 -1.463
H 2.036 3.942 -2.346
H 3.463 3.367 -3.210
H 5.453 2.135 1.607
H 5.415 0.603 2.383
H 1.328 2.773 -4.330
H -0.169 1.436 -5.798
H -0.702 -0.919 -5.159
H 0.286 -1.835 -3.037
S 1.417 -2.842 -0.712
C -0.344 -2.945 -0.518
C -0.860 -4.224 -0.776
C -2.203 -4.507 -0.635
C -3.083 -3.513 -0.226
C -2.589 -2.247 0.038
C -1.234 -1.943 -0.105
As -0.581 -0.142 0.272
C 0.101 -0.394 2.081
C 0.846 0.644 2.632
C 1.343 0.548 3.923
C 1.115 -0.602 4.666
C 0.388 -1.648 4.115
C -0.123 -1.543 2.828
C -2.271 0.748 0.741
C -2.671 1.030 2.042
C -3.852 1.724 2.280
C -4.648 2.138 1.224
C -4.256 1.863 -0.080
C -3.072 1.182 -0.315
H -0.173 -5.000 -1.089
H -2.563 -5.506 -0.843
H -4.138 -3.721 -0.108
H -3.274 -1.477 0.370
H 1.050 1.534 2.045
H 1.920 1.362 4.340
H 1.511 -0.687 5.669
H 0.217 -2.550 4.688
H -0.688 -2.365 2.404
H -2.067 0.704 2.880
H -4.151 1.936 3.299
H -5.568 2.675 1.413
H -4.871 2.183 -0.912
H -2.769 0.979 -1.338

***

Entry 3:
59
Properties=species:S:1:pos:R:3 method="wB97M-V/def2-TZVPD" de_lowest_kcal_mol=0.0 charge=-1 e_lumo_ev="2.5 / 1.6" orbital_gap_ev="7.74 / 6.96" homo_ev="-5.2 / -5.4" multiplicity=3 total_energy_ha=-2859.99749 s_squared=2.018
Au 0.378 0.748 -0.140
O 0.076 2.274 -1.514
C -0.089 1.876 -2.827
C 1.160 1.102 -3.281
C 2.407 1.642 -3.148
C 3.453 0.773 -3.548
C 2.987 -0.428 -3.987
S 1.282 -0.495 -3.910
C -0.149 3.152 -3.671
C -0.093 4.427 -3.206
C -0.197 5.399 -4.245
C -0.329 4.837 -5.475
S -0.328 3.122 -5.384
C -1.431 1.159 -2.974
C -1.803 -0.105 -3.323
C -3.203 -0.333 -3.202
C -3.868 0.766 -2.759
S -2.806 2.074 -2.480
H 2.552 2.637 -2.752
H 4.502 1.030 -3.503
H 3.545 -1.278 -4.346
H 0.009 4.635 -2.152
H -0.176 6.467 -4.075
H -0.428 5.326 -6.431
H -1.125 -0.877 -3.643
H -3.676 -1.281 -3.416
H -4.924 0.875 -2.570
C 0.918 2.510 2.300
O -0.169 2.025 1.593
H 0.524 3.217 3.045
H 1.625 3.068 1.670
H 1.468 1.726 2.836
C -2.716 -1.631 1.230
C -2.335 -0.166 1.020
C -3.538 0.773 1.067
O -1.683 -0.021 -0.203
H -3.150 -1.791 2.219
H -1.820 -2.243 1.123
H -3.440 -1.942 0.472
H -1.650 0.131 1.824
H -4.255 0.505 0.287
H -3.196 1.793 0.890
H -4.037 0.724 2.038
F 2.505 -4.754 7.276
C 2.409 -5.314 6.049
F 1.514 -6.314 6.153
F 3.608 -5.894 5.818
C 2.051 -4.318 4.994
C 2.892 -3.227 4.795
C 2.599 -2.297 3.817
C 1.460 -2.438 3.011
C 0.623 -3.535 3.232
C 0.915 -4.468 4.214
C 1.164 -1.476 1.997
C 0.977 -0.659 1.119
H 3.773 -3.110 5.414
H 3.245 -1.445 3.659
H -0.266 -3.645 2.625
H 0.258 -5.311 4.376

***

Entry 4:
62
Properties=species:S:1:pos:R:3 method="wB97M-V/def2-TZVPD" de_lowest_kcal_mol=0.0 charge=+1 e_lumo_ev="-3.7 / -4.2" orbital_gap_ev="6.73 / 6.29" homo_ev="-10.5 / -10.5" multiplicity=2 total_energy_ha=-7155.91416 s_squared=0.757
Tc 0.400 0.757 -0.195
C 3.142 0.427 4.943
C 2.059 -0.525 4.463
N 2.346 -1.103 3.155
C 2.051 -0.561 1.976
S 1.175 0.996 1.924
N 2.454 -1.168 0.890
N 1.990 -0.577 -0.248
C 2.548 -0.868 -1.378
C 3.696 -1.801 -1.521
C 1.938 -0.199 -2.532
C 2.330 -0.419 -3.843
C 1.678 0.250 -4.864
C 0.652 1.130 -4.551
C 0.319 1.313 -3.224
N 0.946 0.666 -2.237
H 2.890 0.814 5.930
H 3.248 1.272 4.262
H 4.105 -0.080 5.013
H 1.092 -0.026 4.409
H 1.945 -1.358 5.157
H 2.878 -1.959 3.109
H 4.089 -2.058 -0.543
H 4.484 -1.353 -2.127
H 3.371 -2.720 -2.016
H 3.131 -1.112 -4.057
H 1.965 0.084 -5.893
H 0.113 1.668 -5.316
H -0.476 1.982 -2.923
C 0.907 4.088 0.300
C -0.540 3.747 0.133
C -1.526 4.744 0.275
C -2.852 4.447 0.144
C -3.240 3.129 -0.172
C -4.568 2.661 -0.358
Br -6.017 3.852 -0.158
C -4.812 1.358 -0.676
C -3.754 0.439 -0.847
Br -4.107 -1.342 -1.296
C -2.462 0.854 -0.683
O -1.386 0.072 -0.888
C -2.206 2.192 -0.320
N -0.883 2.497 -0.140
H 1.100 5.105 -0.038
H 1.544 3.407 -0.263
H 1.195 4.023 1.351
H -1.207 5.753 0.499
H -3.607 5.211 0.270
H -5.828 1.012 -0.809
O -1.107 -1.565 1.171
B -0.509 -1.145 -0.015
O -0.274 -2.193 -0.903
C -0.866 -3.282 -0.292
C -0.984 -4.565 -0.765
C -1.640 -5.479 0.061
C -2.143 -5.105 1.300
C -2.012 -3.798 1.771
C -1.369 -2.909 0.946
H -0.593 -4.848 -1.733
H -1.760 -6.501 -0.274
H -2.647 -5.840 1.912
H -2.402 -3.493 2.732